{
  "formula": "C39H56BCl2NO19P",
  "method": "ωB97M-V/def2-TZVPD",
  "species": ["C", "H", "Cl", "H", "H", "H", "O", "H", "H", "C", "C", "C", "C", "H", "O", "C", "O", "C", "H", "H", "C", "H", "C", "O", "O", "C", "O", "H", "H", "H", "C", "H", "H", "O", "O", "C", "H", "H", "H", "C", "C", "H", "C", "H", "C", "C", "O", "H", "C", "C", "H", "H", "H", "C", "C", "C", "H", "C", "O", "H", "H", "P", "O", "H", "C", "C", "O", "H", "C", "H", "H", "H", "O", "C", "H", "H", "Cl", "H", "H", "C", "C", "H", "C", "C", "N", "O", "H", "C", "B", "H", "H", "O", "O", "H", "C", "H", "H", "O", "H", "C", "H", "O", "C", "H", "C", "H", "H", "H", "H", "C", "H", "H", "H", "H", "H", "C", "H", "O", "C"],
  "positions_angstrom": [[-1.968, -2.334, -0.977], [-0.996, 2.990, 2.506], [-2.860, -6.349, -0.519], [-4.375, 2.858, 0.943], [1.412, 4.796, -9.635], [1.668, -4.765, 0.741], [0.054, 0.452, 5.659], [0.421, -1.805, -2.922], [-0.049, 5.717, -9.257], [2.238, -2.482, -3.819], [-3.116, -1.719, 1.249], [-2.986, -1.092, 2.478], [-1.163, -4.007, -3.599], [0.665, -1.292, -4.573], [-2.115, -3.618, -1.170], [-2.530, 3.916, 1.261], [-4.192, -0.524, 8.574], [2.827, 1.043, 3.818], [1.564, 6.401, -8.950], [-1.765, -0.075, 9.398], [-0.860, -1.086, 0.790], [4.982, -2.221, -0.156], [3.463, -0.715, -0.871], [3.050, 4.939, -4.859], [0.879, 5.379, -5.298], [1.830, 2.336, -0.431], [1.415, 0.821, 3.903], [-3.541, 2.406, 2.414], [1.260, -5.266, -3.414], [1.972, 5.065, -0.839], [-3.387, 2.681, 1.370], [-1.651, -4.828, -4.143], [5.047, -0.122, 6.208], [-1.855, 6.614, 3.225], [-0.870, -4.429, 1.174], [0.713, -2.168, -3.906], [1.899, 0.004, -2.278], [0.587, 3.866, -7.567], [0.211, 0.014, 2.305], [-0.719, -0.465, 2.003], [1.146, 0.485, 5.188], [2.721, -2.018, -4.691], [0.709, 4.910, -2.572], [1.270, 5.491, -3.280], [3.356, 0.148, 4.909], [4.654, 0.623, 5.517], [0.926, 3.293, -0.768], [-0.967, -5.207, 1.737], [-2.474, -8.455, -2.461], [-3.179, 0.129, 7.786], [4.134, -3.597, -2.278], [0.301, 6.793, -6.682], [-1.518, -1.199, 8.078], [4.219, -1.925, -0.861], [-5.287, 0.277, 8.579], [-1.797, -0.172, 8.311], [5.403, 0.806, 4.746], [2.628, -0.725, -1.959], [2.279, 4.874, -6.973], [-3.296, 2.170, 7.050], [-4.026, -2.233, 0.953], [-0.618, -4.466, -1.830], [1.609, 1.443, 0.322], [1.875, -4.678, -1.892], [-1.592, -7.222, -2.635], [-1.098, 3.695, 1.677], [-0.715, 5.003, 2.136], [-2.928, 1.843, 0.844], [1.048, -5.244, -2.336], [-0.847, 5.454, -6.463], [-2.011, -3.321, -3.471], [-0.464, 3.371, 0.855], [-6.349, -0.033, 9.015], [-1.842, 5.615, 2.578], [4.500, 1.538, 6.092], [3.024, 2.104, 3.995], [-0.560, -7.300, -4.051], [2.452, -3.548, -3.798], [-0.022, 5.564, -2.091], [-2.025, -1.704, 0.411], [2.158, 5.051, -5.636], [3.566, 0.060, -0.128], [0.958, 4.894, -7.536], [0.207, 5.716, -6.519], [2.849, -1.902, -2.606], [-2.949, 4.936, 2.189], [0.083, -3.199, -1.673], [2.766, 3.502, -2.103], [-0.112, -4.831, 0.063], [-2.430, -8.855, -1.449], [-3.193, 2.049, 8.821], [2.284, 0.196, 5.867], [-1.837, -1.493, -1.875], [0.145, 4.140, -3.100], [-3.582, 1.575, 7.915], [-0.728, -2.848, -5.356], [3.649, 4.109, -2.282], [1.092, -5.492, 0.465], [3.201, 0.771, 2.833], [-0.164, -3.282, -4.516], [0.005, -1.054, 0.126], [-5.007, 1.485, 8.024], [-1.624, -6.165, -1.817], [1.088, -6.298, -2.034], [3.783, -2.626, -1.959], [-2.214, -9.202, -3.219], [3.454, -0.884, 4.564], [-1.057, 0.492, 7.869], [-3.275, -0.219, 6.754], [0.964, 5.490, -8.924], [2.508, 2.971, -3.021], [-3.499, -8.146, -2.711], [0.491, -4.018, -5.014], [-1.747, -0.021, 3.833], [-3.850, -1.110, 3.141], [-1.818, -0.479, 2.847], [-2.591, 4.334, 0.252], [3.007, 2.536, -1.070], [1.617, 4.297, -1.532]],
  "mulliken_charge": [-0.57, 0.09, -0.27, 0.40, 0.36, 0.24, -0.44, -0.28, 0.37, -1.12, -0.30, -0.86, -1.13, 0.58, -0.71, 0.59, -0.38, -0.43, 0.36, 0.39, -0.72, 0.44, -0.01, -0.51, -0.24, 0.42, -0.02, 0.35, 0.39, 0.17, -1.36, 0.60, 0.37, -0.58, -0.72, 0.34, 0.59, 0.26, 0.52, -0.16, 0.32, 0.27, -1.63, 0.52, 0.54, -1.52, -0.36, 0.23, -1.45, 0.72, 0.44, 0.30, 0.32, -1.43, 0.59, -1.40, 0.37, -0.67, -0.36, 0.31, 0.54, 2.22, -0.21, 0.16, 0.35, 0.58, -0.37, 0.25, -1.82, 0.36, 0.35, -0.27, -0.54, 0.59, 0.36, 0.23, -0.21, 0.50, 0.41, 0.77, 0.60, 0.51, 0.50, -0.59, 0.39, -0.41, -0.87, -0.52, 1.59, 0.34, 0.29, -0.39, -0.64, 0.24, -0.46, 0.47, 0.37, -0.68, 0.25, -1.27, 0.46, -0.34, -0.33, 0.66, -0.32, 0.41, 0.31, 0.35, 0.15, -1.46, 0.31, 0.31, 0.32, 0.33, 0.33, -0.16, 0.26, -0.32, 0.63],
  "relative_energy_kcal_mol": 0.0,
  "homo_energy_ev": -4.2,
  "total_charge": -1,
  "gap_ev": 5.74
}



{
  "formula": "C39H56F6N3O11P2",
  "method": "ωB97M-V/def2-TZVPD",
  "species": ["H", "C", "O", "H", "C", "O", "H", "C", "H", "H", "F", "C", "C", "F", "H", "C", "H", "H", "O", "C", "C", "C", "C", "C", "H", "H", "H", "H", "C", "H", "H", "H", "H", "H", "C", "C", "O", "H", "N", "N", "O", "C", "H", "C", "C", "F", "C", "H", "C", "H", "H", "C", "H", "C", "C", "H", "H", "H", "C", "H", "P", "C", "C", "H", "C", "C", "H", "H", "C", "H", "O", "H", "H", "H", "F", "C", "H", "C", "H", "H", "H", "C", "H", "H", "H", "O", "H", "P", "H", "C", "C", "H", "O", "H", "H", "O", "O", "O", "H", "C", "H", "C", "F", "C", "H", "H", "C", "C", "C", "F", "H", "H", "H", "H", "N", "H", "H"],
  "positions_angstrom": [[-0.655, -2.403, -3.805], [0.804, 7.765, 3.479], [0.654, -0.280, 0.360], [-2.341, -0.955, -5.368], [1.393, 0.495, 1.234], [-0.829, 6.165, 4.904], [-1.720, -0.760, -3.523], [-0.260, 0.599, -4.260], [5.346, 0.230, -1.954], [1.457, -2.293, -0.263], [-6.410, -0.200, 3.670], [0.034, 0.857, 5.255], [0.645, -1.771, -2.247], [-3.202, 8.285, 3.788], [3.101, -1.454, -3.944], [0.873, 0.602, 2.604], [0.508, -6.011, 1.153], [2.716, -3.370, -5.034], [-0.536, 8.140, 3.851], [-1.709, -1.294, -1.221], [3.169, -0.958, -2.983], [-5.318, -0.902, 3.982], [1.858, -0.814, -2.316], [-0.129, -0.238, 3.103], [5.996, -2.204, -0.323], [0.874, -1.726, -4.388], [1.829, 6.569, 2.023], [0.264, 7.200, 1.474], [-5.675, -2.384, 4.218], [0.585, -4.518, -3.171], [1.292, 8.694, 3.196], [1.479, 2.462, 5.373], [2.400, 0.962, -1.546], [-0.774, -3.914, -1.177], [0.234, -3.946, -0.768], [-0.461, 0.154, -5.584], [-6.346, -2.499, 5.346], [1.325, 7.367, 4.348], [6.004, -0.294, 0.474], [1.660, 0.259, -1.637], [2.412, 0.997, 0.856], [-0.264, -5.236, 1.070], [-5.170, -4.158, 7.102], [1.134, -2.779, -1.176], [0.282, 0.737, -6.621], [-3.379, 6.825, 5.376], [2.383, -4.020, -4.227], [-7.243, -4.305, 4.843], [-1.460, -0.903, -5.997], [5.192, -0.550, 1.015], [-0.979, -1.880, -6.026], [-2.962, -2.355, 0.532], [0.379, -4.116, -4.837], [1.202, 1.756, -6.397], [6.262, -1.197, -0.641], [1.740, 2.200, -7.219], [-1.752, 0.761, -2.742], [-0.553, -0.997, 2.474], [1.450, 1.568, 3.440], [2.222, 2.206, 3.043], [-0.369, 1.986, -0.546], [5.523, -0.843, -1.942], [0.647, 1.645, -4.064], [0.130, 0.397, -7.635], [1.023, 1.703, 4.757], [0.377, 0.294, -0.934], [-1.299, -0.763, 4.814], [-7.537, -3.685, 6.464], [-0.418, -0.673, -1.852], [-0.054, 4.936, -1.402], [0.177, -4.016, 0.665], [3.529, 0.049, -3.188], [-1.664, -0.808, 0.715], [-1.931, -2.167, -1.835], [-4.453, -0.804, 2.968], [-5.632, -4.662, 6.252], [-2.533, -0.596, -1.424], [-0.541, -0.102, 4.424], [-3.637, -2.422, -0.320], [4.384, -2.647, -2.229], [5.925, 0.667, 0.177], [4.196, -1.600, -2.009], [0.323, 5.849, 2.602], [-0.266, 0.961, 6.286], [2.460, 4.295, 0.665], [-5.382, -3.244, 3.442], [2.507, -5.033, -4.604], [1.315, 3.361, -0.840], [-4.862, -4.823, 5.498], [0.900, -3.808, -3.931], [0.805, 6.785, 2.326], [0.810, 2.029, -3.078], [-1.385, -5.459, 1.353], [6.150, -1.160, -2.774], [-2.743, -3.356, 0.893], [2.510, 2.775, -1.472], [0.774, 4.563, -1.736], [1.551, 3.963, 0.603], [0.683, -4.876, -1.125], [-1.213, 7.240, 4.548], [3.771, -1.564, -1.004], [-6.773, -3.835, 5.706], [-4.760, -0.351, 5.065], [0.420, -2.382, -3.653], [-6.002, -5.633, 6.577], [7.335, -1.209, -0.826], [-1.070, 0.004, -3.118], [-2.614, 7.790, 4.882], [1.380, 2.221, -5.097], [-2.511, 8.767, 5.789], [-1.140, 2.384, -1.644], [2.062, 3.033, -4.892], [-1.771, -0.705, -7.018], [2.028, -3.227, -1.602], [-1.714, -1.649, 0.167], [-3.485, -1.832, 1.328], [3.027, -3.940, -3.358]],
  "mulliken_charge": [0.62, -0.42, 1.04, 0.42, 0.32, -0.52, 0.77, 0.57, 0.30, 0.31, -0.28, -0.49, 3.00, -0.25, 0.56, 0.08, 0.45, 0.35, -0.31, -3.15, -0.62, 0.88, -2.09, -0.24, 0.43, 0.32, 0.32, 0.30, 0.39, 0.32, 0.35, 0.43, 0.77, 0.43, -1.89, 1.09, -0.33, 0.34, -0.55, 0.81, -0.52, -0.04, 0.31, -2.23, -0.78, -0.23, -1.25, 0.32, -1.88, 0.26, 0.27, -0.88, 0.56, -0.91, -1.01, 0.45, 0.70, 0.57, -0.49, 0.49, -0.53, -0.37, 0.13, 0.47, -0.87, 0.78, 0.51, 0.32, 2.26, 0.36, -0.22, 0.66, 0.31, 0.60, -0.28, -1.09, 0.83, -0.95, 0.37, 0.53, 0.27, -0.77, 0.34, 0.44, 0.30, -0.51, 0.51, 0.90, 0.31, -1.25, -0.91, -0.47, -0.44, 0.36, 0.27, -0.71, -0.52, -0.26, 1.10, 0.32, 0.11, -0.21, -0.27, -0.86, 0.37, 0.35, -2.49, 0.92, -0.84, -0.25, 0.11, 0.55, 0.57, 0.60, 0.43, 0.13, 0.15],
  "relative_energy_kcal_mol": 0.0,
  "homo_energy_ev": -11.1,
  "total_charge": 1,
  "gap_ev": 8.50
}